Entry from OMol25: a cluster of 6 separate species, C9H15Br6Cl9 in total (ωB97M-V/def2-TZVPD).

Geometry as XYZ:
```
39
Properties=species:S:1:pos:R:3:mulliken_charge:R:1
Cl 1.03 -2.89 0.99 0.02
C 1.09 -4.56 0.44 0.00
Cl 0.19 -5.69 1.52 -0.14
Cl 2.63 -5.16 0.06 -0.12
H 0.59 -4.60 -0.53 0.26
Cl 4.93 1.87 0.97 -0.08
C 5.02 0.29 1.67 -0.08
Cl 4.22 -0.90 0.65 -0.09
Cl 4.47 0.14 3.31 -0.10
H 6.07 -0.01 1.64 0.36
Cl -2.81 0.98 -5.60 -0.12
C -3.16 1.47 -3.92 0.26
Cl -4.82 1.89 -3.48 -0.14
Cl -2.14 2.82 -3.50 -0.08
H -2.87 0.71 -3.19 0.05
Br -1.17 5.22 -1.52 -0.14
C 0.51 4.17 -1.48 -0.40
C 1.70 5.12 -1.18 -0.69
Br 3.43 4.19 -1.36 -0.19
H 0.62 3.79 -2.49 0.41
H 0.41 3.32 -0.80 0.19
H 1.70 5.75 -0.29 0.44
H 1.83 5.91 -1.92 0.37
Br -4.14 -5.05 1.45 -0.15
C -2.77 -3.74 2.07 -0.34
C -3.47 -2.60 2.81 -0.56
Br -2.44 -0.95 2.91 -0.14
H -2.31 -3.33 1.17 0.15
H -2.12 -4.33 2.71 0.30
H -3.66 -2.90 3.84 0.35
H -4.43 -2.38 2.36 0.38
Br 0.91 0.37 2.31 -0.14
C 0.97 0.36 0.29 -0.62
C -0.49 0.04 -0.22 -0.01
Br -0.47 0.02 -2.15 -0.20
H 1.67 -0.44 0.07 0.28
H 1.40 1.32 0.00 0.29
H -1.20 0.73 0.23 0.47
H -0.88 -0.92 0.12 -0.10
```

Computed properties:
Lowest unoccupied orbital energy, eV: 0.21
Total energy, eV: -542532.514
Kohn-Sham gap, eV: 10.372
Structure (SMILES): ClC(Cl)Cl.ClC(Cl)Cl.ClC(Cl)Cl.BrCCBr.BrCCBr.BrCCBr
ΔE to the lowest compared entry with this formula, charge and spin, kJ/mol: 104.8

=====

Entry from OMol25: a cluster of 4 separate species, C19H49F4N2O13P3Si in total (ωB97M-V/def2-TZVPD).

Geometry as XYZ:
```
91
Properties=species:S:1:pos:R:3:mulliken_charge:R:1
C -3.77 -1.70 2.19 -1.02
C -3.76 -0.79 3.41 -0.71
C -3.94 0.72 3.13 -0.36
N -3.93 1.11 1.70 -0.19
Si -2.51 2.02 1.23 -0.40
C -2.89 2.60 -0.55 -0.71
O -2.42 3.95 -0.73 -0.50
C -2.76 4.61 -1.85 0.90
F -3.44 3.85 -2.75 -0.26
F -1.64 5.07 -2.47 -0.26
F -3.54 5.70 -1.55 -0.27
C -1.02 0.89 1.33 -0.63
C -0.56 0.31 0.02 0.54
C -1.58 -0.55 -0.71 -1.57
F 0.57 -0.50 0.27 -0.40
N -2.28 3.37 2.28 0.17
C -0.95 4.01 2.19 -0.28
C -0.95 5.47 2.63 -1.28
H -3.88 -2.74 2.50 0.43
H -2.84 -1.64 1.63 0.09
H -4.60 -1.48 1.53 0.29
H -4.56 -1.11 4.08 0.44
H -2.83 -0.94 3.95 0.35
H -4.89 1.03 3.57 0.56
H -3.18 1.26 3.68 -0.11
H -4.76 1.62 1.46 0.30
H -2.44 1.94 -1.30 0.44
H -3.97 2.54 -0.68 0.44
H -0.19 1.44 1.76 0.48
H -1.25 0.10 2.05 0.38
H -0.19 1.11 -0.63 0.27
H -2.58 -0.46 -0.30 0.33
H -1.59 -0.32 -1.77 0.36
H -1.28 -1.59 -0.62 0.48
H -2.99 4.08 2.13 0.20
H -0.53 3.96 1.19 0.26
H -0.29 3.46 2.86 0.26
H -0.27 6.04 2.00 0.38
H -0.59 5.55 3.65 0.27
H -1.93 5.91 2.61 0.30
C 1.76 1.36 -4.75 -0.49
O 2.14 0.04 -5.16 -0.34
P 1.30 -1.22 -4.65 0.97
O -0.08 -0.91 -4.28 -0.69
O 2.19 -1.85 -3.48 -0.23
C 2.31 -1.09 -2.28 -0.27
O 1.48 -2.26 -5.80 -0.33
C 2.79 -2.74 -6.15 -0.59
H 1.22 1.85 -5.56 0.28
H 1.12 1.34 -3.86 0.14
H 2.67 1.92 -4.53 0.26
H 1.35 -0.68 -1.98 -0.08
H 3.04 -0.29 -2.41 0.29
H 2.65 -1.76 -1.49 0.25
H 3.14 -3.45 -5.40 0.29
H 3.49 -1.92 -6.25 0.30
H 2.70 -3.25 -7.10 0.23
C -3.25 1.91 7.92 -0.70
O -3.37 3.27 7.45 -0.38
P -2.29 3.84 6.42 1.13
O -1.65 2.83 5.59 -0.58
O -1.31 4.72 7.31 -0.36
C -0.46 4.05 8.24 -0.69
O -3.10 4.94 5.64 -0.20
C -3.65 6.07 6.34 -0.71
H -3.98 1.29 7.39 0.28
H -2.26 1.51 7.75 0.32
H -3.48 1.90 8.98 0.27
H 0.00 3.17 7.78 0.31
H -1.02 3.76 9.13 0.26
H 0.32 4.75 8.53 0.26
H -2.85 6.76 6.60 0.28
H -4.17 5.75 7.24 0.30
H -4.35 6.55 5.66 0.22
C 6.38 -5.96 -3.68 -0.68
O 6.51 -6.36 -5.05 -0.32
P 5.21 -6.65 -5.92 1.06
O 4.01 -5.96 -5.46 -0.61
O 5.10 -8.24 -5.96 -0.32
C 4.78 -8.93 -4.75 -0.64
O 5.66 -6.32 -7.38 -0.34
C 6.74 -7.04 -7.99 -0.60
H 6.53 -4.88 -3.60 0.27
H 5.40 -6.21 -3.28 0.33
H 7.15 -6.47 -3.11 0.26
H 3.97 -8.44 -4.22 0.31
H 5.66 -9.00 -4.11 0.26
H 4.47 -9.94 -5.02 0.25
H 6.40 -8.04 -8.27 0.25
H 7.59 -7.11 -7.32 0.30
H 7.03 -6.49 -8.88 0.23
```

Computed properties:
Lowest unoccupied orbital energy, eV: 0.66
Total energy, eV: -96718.748
Kohn-Sham gap, eV: 9.489
Structure (SMILES): CCCN[Si@](COC(F)(F)F)(C[C@H](C)F)NCC.COP(=O)(OC)OC.COP(=O)(OC)OC.COP(=O)(OC)OC
ΔE to the lowest compared entry with this formula, charge and spin, kJ/mol: 0.0

=====

Entry from OMol25: a structure of composition C2H6N6 (ωB97M-V/def2-TZVPD).

Geometry as XYZ:
```
14
Properties=species:S:1:pos:R:3:mulliken_charge:R:1
C 1.22 1.79 0.12 -1.14
C -0.39 -0.01 0.05 0.53
H 0.59 2.52 0.02 0.48
H 1.20 1.76 1.19 0.40
H 2.15 1.91 -0.44 0.32
H 2.32 -0.09 0.72 0.36
H -2.78 -0.91 0.04 0.25
H -3.46 0.44 0.49 0.26
N 0.78 0.52 -0.23 0.09
N 1.77 -0.53 -0.37 -0.20
N 1.08 -1.65 0.08 -0.34
N -0.18 -1.38 0.28 -0.12
N -1.40 0.70 0.08 -0.35
N -2.76 0.01 -0.27 -0.54
```

Computed properties:
Lowest unoccupied orbital energy, eV: -0.70
Total energy, eV: -11105.048
Kohn-Sham gap, eV: 7.567
ΔE to the lowest compared entry with this formula, charge and spin, kJ/mol: 506.5

=====

Entry from OMol25: the molecule C4H7NO (ωB97M-V/def2-TZVPD).

Geometry as XYZ:
```
13
Properties=species:S:1:pos:R:3:mulliken_charge:R:1
C -1.22 -1.61 -0.11 -0.33
N -0.25 -1.07 -0.77 -0.49
C 0.27 0.17 -0.37 1.24
C -0.49 1.21 0.60 -1.27
C 1.71 0.07 -0.33 -0.85
O 1.02 0.68 -1.44 -0.48
H -1.48 -2.61 -0.51 0.26
H -1.86 -1.14 0.63 0.23
H -0.32 2.09 0.06 0.38
H 0.04 1.18 1.60 0.26
H -1.58 1.22 0.68 0.45
H 2.18 0.77 0.44 0.23
H 1.99 -0.95 -0.49 0.39
```

Computed properties:
Lowest unoccupied orbital energy, eV: 0.99
Total energy, eV: -7796.326
Kohn-Sham gap, eV: 10.947
Structure (SMILES): C=N[C@@]1(C)CO1
ΔE to the lowest compared entry with this formula, charge and spin, kJ/mol: 320.2

=====

Entry from OMol25: the molecule C4H7N3 (ωB97M-V/def2-TZVPD).

Geometry as XYZ:
```
14
Properties=species:S:1:pos:R:3:mulliken_charge:R:1
C -0.72 1.29 -0.74 -0.97
C -1.02 -1.17 0.21 -0.86
N 0.11 -0.95 0.81 -0.12
C 1.21 -0.37 0.06 0.40
N 2.39 -0.71 0.34 -0.66
C 0.60 0.49 -1.11 0.40
N 1.16 0.45 -2.19 -0.56
H -1.62 0.95 -1.26 0.32
H -0.50 2.28 -1.11 0.37
H -0.96 1.40 0.33 0.30
H -1.02 -1.37 -0.85 0.50
H -1.94 -1.16 0.78 0.35
H 0.13 -0.77 1.81 0.27
H 3.02 -0.17 -0.26 0.28
```

Computed properties:
Lowest unoccupied orbital energy (alpha / beta), eV: 0.32 / -0.75
Total energy, eV: -8727.557
Kohn-Sham gap (alpha / beta), eV: 9.680 / 5.902
ΔE to the lowest compared entry with this formula, charge and spin, kJ/mol: 397.7

=====

Entry from OMol25: a cluster of 6 separate species, H12O6 in total (ωB97M-V/def2-TZVPD).

Geometry as XYZ:
```
18
Properties=species:S:1:pos:R:3:mulliken_charge:R:1
O -4.99 -1.54 -37.40 -0.64
H -5.27 -1.45 -36.48 0.36
H -4.51 -0.73 -37.58 0.30
O -4.72 -3.93 -33.94 -0.68
H -4.08 -3.77 -33.24 0.32
H -4.80 -3.09 -34.40 0.31
O -6.54 -6.01 -34.41 -0.63
H -7.37 -5.52 -34.47 0.29
H -5.90 -5.37 -34.06 0.39
O -5.51 -0.44 -34.73 -0.64
H -6.44 -0.24 -34.62 0.32
H -5.08 -0.04 -33.96 0.30
O -3.23 -2.71 -31.40 -0.63
H -2.37 -2.31 -31.57 0.32
H -3.83 -1.96 -31.31 0.30
O -2.52 -6.00 -32.19 -0.60
H -2.08 -5.36 -32.75 0.30
H -1.88 -6.71 -32.08 0.30
```

Computed properties:
Lowest unoccupied orbital energy, eV: -0.24
Total energy, eV: -12479.660
Kohn-Sham gap, eV: 10.007
Structure (SMILES): O.O.O.O.O.O
ΔE to the lowest compared entry with this formula, charge and spin, kJ/mol: 140.2

=====

Question: Which value of total energy does entry 6 give?
Answer: -12479.660 eV